(1)
Here is a molecular structure, C32H52BiN3P2 from the Open Molecules 2025 dataset. Energies are from ωB97M-V with the def2-TZVPD basis set.

XYZ file:
```
90
Properties=species:S:1:pos:R:3:forces:R:3:mulliken_charge:R:1
Bi 1.0091 0.6453 -0.5133 0.29 -0.15 0.20 0.9831
C -1.1184 4.0904 0.0639 0.08 0.07 -0.11 -1.1608
C -0.8309 3.9065 -1.4279 0.00 -0.30 0.09 0.2578
C -1.7721 4.7354 -2.3059 -0.02 -0.04 -0.01 -1.4762
P -0.8047 2.0924 -1.8062 -0.53 0.31 -0.23 0.0190
C -0.6495 1.8102 -3.6477 0.16 -0.09 0.26 0.7454
C 0.6055 0.9791 -3.9243 -0.09 0.13 0.01 -1.7073
C -1.8919 1.1446 -4.2356 0.01 0.05 0.01 -1.6144
C -2.2452 1.2309 -1.1853 0.25 0.04 -0.06 0.7270
C -3.5220 1.7610 -1.4162 -0.01 -0.12 0.01 -0.3091
C -4.6637 1.1081 -0.9980 -0.02 0.09 -0.02 0.2747
C -6.0373 1.6725 -1.2219 -0.02 -0.08 0.03 -1.7103
C -4.4866 -0.1152 -0.3470 0.04 0.05 -0.02 -1.3162
C -3.2386 -0.6491 -0.1018 0.07 -0.11 0.05 -0.6561
C -2.0701 0.0124 -0.5055 -0.20 0.33 0.07 0.6300
N -0.7907 -0.4590 -0.1703 0.09 -0.31 -0.35 -0.0001
C -0.6088 -1.4615 0.8263 0.13 0.04 0.25 -0.4459
C -1.0342 -2.7715 0.6449 0.01 -0.02 -0.03 0.2733
C -0.7695 -3.7341 1.6049 -0.02 0.06 -0.02 -1.0009
C -0.0412 -3.4337 2.7552 0.06 0.01 0.05 0.4158
C 0.2705 -4.4930 3.7728 -0.08 -0.01 0.05 -1.7737
C 0.3772 -2.1200 2.9391 0.00 -0.03 0.02 -0.7466
C 0.0883 -1.1281 2.0039 -0.09 0.19 -0.27 -0.2734
P 0.5616 0.6201 2.2207 -0.04 0.03 0.63 1.2539
C 2.0881 0.6617 3.2624 -0.06 0.00 -0.26 0.3282
C 3.2655 0.0127 2.5389 -0.07 -0.04 0.07 -1.5638
C 2.4134 2.1019 3.6609 -0.05 -0.04 0.04 -1.6217
C -0.7668 1.4130 3.2602 0.07 -0.04 -0.34 0.4391
C -0.8078 0.7853 4.6519 0.05 0.05 -0.01 -1.4669
C -2.1205 1.3268 2.5631 0.03 0.01 -0.01 -1.4017
H -1.0407 5.1466 0.3215 0.01 0.00 0.02 0.6006
H -0.4080 3.5360 0.6849 -0.02 0.03 0.04 0.0523
H -2.1271 3.7554 0.3065 0.00 0.01 0.01 0.2358
H 0.1991 4.2161 -1.6347 0.01 -0.02 -0.04 0.5433
H -2.7967 4.6960 -1.9385 0.00 -0.02 0.01 0.3610
H -1.7667 4.4260 -3.3501 0.00 0.03 -0.03 0.3640
H -1.4542 5.7773 -2.2739 -0.02 0.01 0.02 0.4581
H -0.5225 2.7995 -4.0907 0.04 0.07 0.06 0.7559
H 0.5296 -0.0066 -3.4553 -0.03 0.00 -0.04 0.2039
H 1.5116 1.4798 -3.5716 0.03 -0.04 -0.01 0.3428
H 0.7101 0.8246 -4.9984 0.05 -0.05 0.01 0.5885
H -2.0821 0.1777 -3.7681 -0.02 0.00 0.00 0.2941
H -1.7309 0.9810 -5.3019 0.01 0.02 0.00 0.5059
H -2.7834 1.7588 -4.1229 -0.02 -0.01 0.01 0.3644
H -3.6099 2.7037 -1.9416 -0.06 -0.01 -0.01 0.1722
H -6.0029 2.6116 -1.7707 0.00 0.00 -0.01 0.3623
H -6.5370 1.8507 -0.2685 -0.01 0.03 -0.02 0.3588
H -6.6557 0.9693 -1.7813 0.00 0.04 -0.02 0.3857
H -5.3624 -0.6606 -0.0151 0.03 -0.03 0.02 0.4599
H -3.1749 -1.5828 0.4359 0.01 0.00 0.00 0.4886
H -1.5565 -3.0393 -0.2655 0.01 0.00 0.00 0.6408
H -1.1244 -4.7461 1.4506 0.05 -0.01 -0.02 0.5137
H 0.5016 -5.4452 3.2977 0.01 0.01 -0.02 0.4258
H -0.5909 -4.6567 4.4240 0.02 0.00 0.00 0.3230
H 1.1128 -4.2064 4.4000 0.00 -0.01 0.01 0.3905
H 0.9363 -1.8737 3.8347 0.00 -0.02 -0.01 0.3262
H 1.8618 0.0808 4.1601 -0.05 0.02 0.00 0.3954
H 3.5681 0.6142 1.6782 0.02 -0.02 -0.02 0.2458
H 3.0347 -1.0040 2.2129 0.03 0.01 -0.04 0.2009
H 4.1220 -0.0425 3.2116 0.01 0.00 -0.02 0.5672
H 2.6837 2.6983 2.7865 -0.01 0.02 0.00 0.3573
H 3.2648 2.1034 4.3416 0.02 0.02 -0.03 0.4589
H 1.5872 2.5930 4.1736 0.03 0.01 0.01 0.3767
H -0.4719 2.4632 3.3319 0.02 0.00 0.01 0.6668
H -0.9521 -0.2949 4.5942 -0.02 0.00 0.03 0.2720
H -1.6542 1.2025 5.1987 0.00 0.00 0.00 0.4874
H 0.0907 0.9971 5.2305 -0.01 -0.05 0.01 0.3449
H -2.4352 0.2886 2.4492 -0.02 -0.01 -0.01 0.2654
H -2.1046 1.7966 1.5780 -0.03 -0.06 0.02 -0.0492
H -2.8711 1.8364 3.1680 0.01 0.00 0.01 0.6265
C 2.1405 -2.6882 -0.7105 0.09 -0.16 0.00 0.2353
C 3.1403 -3.8271 -1.0581 0.00 0.11 -0.01 -0.9593
N 4.1182 -3.3415 -2.0216 0.09 -0.08 -0.02 -0.1362
C 3.4432 -2.9646 -3.2566 -0.05 0.04 0.09 -0.9679
C 2.3634 -1.8803 -2.9606 0.16 -0.13 -0.09 -0.8442
N 2.4340 -1.4975 -1.5350 -0.22 0.08 -0.05 0.7777
C 3.8041 -1.0254 -1.2495 0.08 -0.06 -0.01 -0.2137
C 4.8143 -2.1872 -1.4707 -0.10 -0.02 -0.01 -0.9437
H 2.2125 -2.4046 0.3430 -0.03 0.03 0.03 -0.2943
H 1.1131 -2.9910 -0.9052 -0.03 0.04 -0.01 0.1711
H 2.6214 -4.6811 -1.4940 0.00 -0.01 0.03 0.3051
H 3.6665 -4.1703 -0.1668 -0.02 -0.02 -0.01 0.4085
H 2.9888 -3.8542 -3.6922 0.02 0.02 -0.03 0.3237
H 4.1906 -2.5875 -3.9545 -0.02 -0.02 -0.03 0.3328
H 1.3596 -2.2561 -3.1667 -0.03 0.05 0.02 0.5119
H 2.5372 -0.9907 -3.5682 -0.04 -0.01 0.03 0.3323
H 3.8444 -0.6672 -0.2190 -0.02 0.03 0.04 -0.0670
H 4.0174 -0.1827 -1.9124 -0.03 0.02 0.02 0.5150
H 5.2768 -2.4825 -0.5283 0.03 0.02 -0.02 0.3479
H 5.6068 -1.8907 -2.1572 0.01 0.02 0.02 0.3287
```
Positions in Å, forces in eV/Å.

Computed properties:
Total charge ... +2
2S+1 ... 1

=====

(2)
Here is a molecular structure, C32H52Br2FN2O10PS at a distorted geometry from the Open Molecules 2025 dataset. Energies are from ωB97M-V with the def2-TZVPD basis set.

XYZ file:
```
101
Properties=species:S:1:pos:R:3:forces:R:3:mulliken_charge:R:1
C 1.1322 -1.3740 0.0726 -0.21 -0.13 0.38 -1.1862
C -0.0321 -0.3897 0.4234 1.51 -1.68 0.07 1.1037
O 0.3915 0.9558 0.1167 -2.24 -0.31 -0.54 0.0167
P -0.8204 2.0249 -0.1108 0.99 3.30 0.84 0.5356
O -0.2100 3.3666 0.0121 0.05 -0.24 -0.09 -0.9004
C -2.0989 1.9385 1.2500 -0.26 -0.54 -0.80 -0.4864
C -3.5644 1.7826 0.7219 0.12 -0.72 1.15 -1.8558
C -3.8159 0.5608 -0.1644 -0.08 0.26 -0.33 -0.0203
C -3.5858 -0.8274 0.2302 -0.09 -0.14 -0.44 0.1694
Br -2.9773 -1.2191 2.0305 -0.76 0.39 -0.78 -0.0543
C -3.7843 -1.9033 -0.6246 0.01 0.65 0.65 0.0943
C -3.5023 -3.3464 -0.2211 1.26 0.80 -0.77 0.7245
C -2.8506 -4.1238 -1.3927 -1.15 -0.95 0.21 0.1287
O -3.1477 -5.2335 -1.6956 0.38 0.77 0.16 -0.5273
Br -1.4003 -3.2449 -2.4335 -0.22 0.01 0.55 -0.1992
C -4.2737 -1.5669 -1.9341 -1.01 0.63 -1.67 0.8902
N -4.5742 -2.4091 -2.9361 0.10 -0.21 0.06 -0.5588
S -5.0843 -1.5754 -4.2207 0.15 0.40 0.88 0.1339
N -5.0250 -0.0419 -3.6297 0.27 -1.46 0.18 -0.7351
C -4.5714 -0.2112 -2.3945 0.87 0.39 1.96 0.4767
C -4.2918 0.8122 -1.4267 -0.22 0.13 0.00 1.0126
F -4.5467 2.0826 -1.7993 0.12 -0.51 0.02 -0.4849
O -1.5132 1.9544 -1.5891 0.71 -1.73 1.24 -0.1480
C -0.9005 1.0215 -2.5104 0.16 0.26 -1.91 0.2622
C 0.5342 1.4351 -2.9642 0.16 -0.93 0.35 -1.0602
H 1.2779 -2.0930 0.9037 -0.14 0.39 -0.36 0.2228
H 2.0863 -0.8301 -0.0211 -0.47 -0.21 -0.12 0.2348
H 0.8995 -1.9908 -0.8140 0.24 0.54 0.21 0.1874
H -0.1989 -0.4948 1.5080 -0.26 0.39 -0.50 0.1736
H -0.9095 -0.7339 -0.1523 0.07 0.56 0.36 -0.5858
H -2.0679 2.8973 1.7984 0.34 -0.32 -0.60 0.4349
H -1.7912 1.1659 1.9715 -0.34 0.15 -0.40 0.4544
H -3.8763 2.7201 0.2355 0.21 -0.61 0.04 0.3927
H -4.2105 1.6689 1.6198 0.30 0.14 -0.42 0.5085
H -4.3716 -3.8796 0.1925 0.26 0.02 -0.53 0.3481
H -2.7151 -3.3317 0.5599 -0.42 -0.06 -0.29 -0.5143
H -1.5197 1.0609 -3.4304 0.04 0.02 0.64 0.5152
H -0.9485 -0.0336 -2.1795 0.06 0.62 0.31 -0.3835
H 0.5459 1.9410 -3.9490 -0.14 -0.16 0.80 0.2677
H 1.1011 0.4821 -3.0455 -0.14 0.56 -0.13 0.3797
H 1.0649 2.0215 -2.1934 -0.37 -0.08 -0.42 0.2034
C -2.5596 -7.6664 0.3450 -0.05 -0.05 0.40 -0.5934
C -1.3021 -8.3200 0.8517 -0.06 -0.09 0.17 0.8376
O -1.1618 -8.5983 2.0236 0.05 0.09 -0.04 -0.5812
C -0.2229 -8.6133 -0.1591 0.19 -0.11 0.25 -1.1937
H -3.2472 -7.5142 1.1766 0.04 -0.03 -0.01 0.2897
H -2.3243 -6.6996 -0.0963 -0.04 -0.12 -0.21 -0.1433
H -3.0409 -8.3070 -0.3954 0.06 0.17 -0.17 0.4200
H 0.1139 -7.6848 -0.6241 -0.12 -0.05 -0.17 0.2847
H -0.6020 -9.2956 -0.9214 -0.01 0.16 -0.13 0.3831
H 0.6231 -9.0820 0.3417 -0.04 0.01 0.00 0.3308
C -1.7726 -4.9605 4.2796 -0.26 0.22 -0.12 -1.2198
C -1.0141 -4.6682 3.0120 0.04 0.06 -0.14 0.8150
O -1.4304 -3.8701 2.1963 0.12 -0.32 0.12 -0.5507
C 0.2806 -5.4046 2.7988 0.04 0.18 -0.30 -1.1048
H -2.6829 -4.3621 4.3028 0.04 -0.01 -0.02 0.2717
H -2.0447 -6.0170 4.3135 0.16 -0.03 0.11 0.3292
H -1.1615 -4.7043 5.1465 0.03 -0.20 0.02 0.3833
H 0.0964 -6.4791 2.7710 0.05 -0.05 0.21 0.2507
H 0.9805 -5.1668 3.6018 -0.03 -0.17 0.07 0.4130
H 0.7189 -5.0971 1.8493 -0.03 0.02 0.05 0.2366
C -3.1284 5.3219 5.0084 -0.01 -0.29 -0.08 -1.0991
C -3.3689 5.6468 3.5551 0.00 -0.09 -0.12 0.8302
O -3.5061 4.7745 2.7286 -0.02 -0.04 0.02 -0.4912
C -3.4313 7.1044 3.1750 -0.06 -0.09 -0.28 -1.1406
H -3.1073 4.2409 5.1378 0.00 0.04 -0.03 0.2680
H -2.1693 5.7328 5.3280 -0.10 0.14 0.09 0.3303
H -3.9329 5.7334 5.6203 0.13 0.14 0.06 0.3379
H -2.4852 7.5925 3.4149 -0.09 0.08 0.15 0.3483
H -4.2490 7.5938 3.7070 0.14 0.08 0.12 0.3458
H -3.6082 7.1904 2.1042 0.02 -0.03 0.04 0.2770
C -1.7268 4.8963 -3.8771 0.08 -0.33 0.06 -0.5845
C -1.0306 4.5379 -5.1659 -0.02 -0.10 0.13 0.8132
O -0.5220 3.4511 -5.3250 -0.04 0.06 -0.15 -0.5271
C -0.9934 5.5884 -6.2485 0.18 -0.21 -0.19 -1.2764
H -1.6773 4.0518 -3.1903 0.02 0.05 0.00 -0.1290
H -1.2346 5.7530 -3.4137 -0.14 0.09 -0.04 0.3486
H -2.7754 5.1290 -4.0728 0.04 0.19 0.02 0.3423
H -0.4692 6.4753 -5.8887 -0.18 0.08 0.02 0.3287
H -2.0095 5.8512 -6.5473 0.02 0.17 0.11 0.3308
H -0.4636 5.1954 -7.1151 -0.02 0.00 0.04 0.3226
C 3.8524 2.0884 1.2454 -0.29 -0.25 -0.07 -0.6346
C 4.5537 0.7911 1.5618 -0.08 -0.05 0.03 0.8398
O 3.9733 -0.2710 1.4937 0.06 0.01 0.01 -0.5326
C 6.0036 0.8711 1.9646 -0.04 -0.35 -0.04 -0.9631
H 2.8175 1.8848 0.9708 0.03 0.02 0.00 -0.0990
H 3.8612 2.7396 2.1212 0.14 0.11 -0.10 0.3564
H 4.3466 2.5838 0.4079 0.09 0.13 0.14 0.3047
H 6.1058 1.4689 2.8720 0.08 0.16 -0.13 0.3397
H 6.5907 1.3123 1.1572 0.02 0.20 0.18 0.1052
H 6.3786 -0.1329 2.1619 -0.05 0.02 0.01 0.3017
C 10.2595 0.8172 0.2077 -0.20 0.02 0.23 -1.0542
C 9.4194 1.8579 -0.4898 -0.11 0.06 0.05 0.8245
O 8.4201 2.3080 0.0230 0.05 -0.01 -0.05 -0.5469
C 9.8766 2.3140 -1.8525 -0.24 0.18 0.00 -1.1241
H 9.8156 0.5836 1.1742 0.00 0.02 -0.04 0.2612
H 10.2967 -0.0942 -0.3913 0.18 0.05 -0.05 0.3238
H 11.2690 1.1995 0.3679 0.06 -0.12 -0.15 0.3280
H 9.8970 1.4677 -2.5412 0.20 0.00 0.02 0.3342
H 10.8694 2.7615 -1.7821 0.07 -0.17 -0.08 0.3391
H 9.1821 3.0603 -2.2349 0.01 -0.03 0.04 0.2902
```
Positions in Å, forces in eV/Å.

Computed properties:
Relative energy (zero: lowest compared OMol25 entry of this formula, charge and spin) ... 0.0 kcal per mole
Total charge ... 0
2S+1 ... 1

=====

(3)
Here is a molecular structure, C32H52N2O3P2Sn from the Open Molecules 2025 dataset. Energies are from ωB97M-V with the def2-TZVPD basis set.

XYZ file:
```
92
Properties=species:S:1:pos:R:3:forces:R:3:mulliken_charge:R:1
Sn 0.5914 -0.0213 0.2089 -0.36 0.37 -0.13 0.9391
C 0.5369 -0.0142 -5.8531 0.04 -0.09 0.00 -1.6118
C 0.9823 -0.2963 -4.4144 -0.15 -0.07 -0.06 0.4122
C 1.0935 -1.8072 -4.1624 0.00 0.09 0.08 -1.3221
P 0.0812 0.5886 -3.0328 0.03 -0.01 0.14 0.4857
C -0.4258 2.1626 -3.8782 0.01 0.00 0.10 0.4489
C 0.8309 3.0062 -4.1142 0.00 -0.04 0.02 -1.5102
C -1.4394 2.9477 -3.0535 0.04 0.02 -0.02 -1.3446
C -1.4733 -0.3572 -2.7468 -0.11 -0.01 -0.05 1.0904
C -2.0661 -1.1889 -3.7038 0.04 0.09 -0.01 0.0334
C -3.1632 -1.9950 -3.4312 0.00 -0.01 0.02 0.0661
C -3.8044 -2.8306 -4.5115 0.05 0.02 0.07 -1.6393
C -3.6633 -1.9856 -2.1308 0.04 -0.01 -0.01 -0.8712
C -3.1204 -1.1531 -1.1692 0.11 0.02 0.04 -0.3551
C -2.0473 -0.3010 -1.4577 0.07 0.21 -0.19 -1.2727
N -1.5336 0.5903 -0.4888 -0.24 -0.02 0.29 0.5047
C -2.3800 1.5746 -0.0002 0.10 -0.22 -0.33 -0.4168
C -3.6408 1.8637 -0.5689 -0.10 -0.02 0.07 -0.2409
C -4.4392 2.8852 -0.0900 0.08 -0.04 -0.01 -1.1761
C -4.0456 3.6944 0.9759 -0.11 0.08 -0.03 -0.0350
C -4.9102 4.8255 1.4814 0.10 -0.08 -0.07 -1.6781
C -2.8043 3.4332 1.5273 0.06 -0.05 0.03 -0.7519
C -1.9738 2.4043 1.0703 0.08 0.06 -0.04 0.6859
P -0.3550 2.0599 1.7754 -0.10 -0.05 0.06 -0.1515
C 0.6796 3.5837 1.7284 0.10 -0.08 -0.20 0.7541
C 0.0304 4.9201 2.0799 0.00 -0.01 0.06 -1.6033
C 1.2998 3.6580 0.3249 -0.06 0.01 0.02 -1.4868
C -0.6408 1.5428 3.5242 -0.03 -0.16 -0.04 0.7536
C -1.3619 2.5260 4.4387 -0.04 0.00 0.02 -1.5361
C -1.3760 0.1945 3.4852 0.00 0.09 -0.08 -1.5883
H 1.1080 -0.6512 -6.5347 -0.01 0.04 -0.01 0.5141
H 0.7079 1.0205 -6.1500 -0.01 -0.02 0.02 0.3490
H -0.5202 -0.2336 -6.0117 0.05 0.01 -0.02 0.1809
H 1.9882 0.1137 -4.2993 0.09 0.04 -0.01 0.5547
H 0.2271 -2.3402 -4.5560 0.00 0.02 0.04 0.2387
H 1.1634 -2.0384 -3.0971 0.02 -0.02 -0.02 -0.0406
H 1.9785 -2.2027 -4.6687 -0.03 0.01 0.03 0.6419
H -0.8831 1.8962 -4.8336 -0.02 0.04 -0.05 0.5804
H 1.2580 3.3128 -3.1545 -0.01 -0.02 -0.05 0.1906
H 0.5857 3.9113 -4.6761 -0.01 -0.03 0.01 0.4600
H 1.6069 2.4691 -4.6646 -0.04 0.03 0.01 0.3738
H -1.0372 3.2005 -2.0687 -0.03 -0.02 -0.02 -0.0785
H -2.3585 2.3871 -2.9016 -0.06 -0.04 0.02 0.2565
H -1.6923 3.8804 -3.5662 0.01 -0.02 0.03 0.5686
H -1.6714 -1.2007 -4.7122 0.01 -0.03 0.06 0.2563
H -3.0655 -3.2011 -5.2241 -0.01 0.01 0.03 0.3691
H -4.5363 -2.2454 -5.0732 0.00 -0.01 0.00 0.2993
H -4.3276 -3.6885 -4.0861 0.02 0.02 -0.02 0.3774
H -4.4876 -2.6419 -1.8702 -0.01 0.06 -0.01 0.3582
H -3.5295 -1.1371 -0.1652 -0.01 0.01 -0.01 0.6054
H -3.9958 1.2725 -1.4025 0.01 0.00 0.01 0.4225
H -5.3989 3.0664 -0.5655 0.03 -0.03 0.01 0.3734
H -5.9500 4.6820 1.1864 0.00 0.00 0.02 0.3966
H -4.5834 5.7880 1.0779 -0.01 -0.02 0.01 0.3015
H -4.8758 4.8993 2.5699 0.00 -0.01 -0.02 0.3587
H -2.4712 4.0530 2.3502 0.01 -0.01 -0.04 0.6444
H 1.4772 3.3507 2.4373 0.09 -0.01 0.09 0.6563
H -0.7000 5.2152 1.3236 0.02 -0.03 0.02 0.3680
H 0.8095 5.6861 2.1067 -0.03 0.00 -0.01 0.4804
H -0.4626 4.9192 3.0525 0.03 0.00 -0.04 0.2440
H 0.5209 3.7469 -0.4421 0.06 -0.02 0.06 0.1728
H 1.9110 2.7772 0.1205 0.01 0.00 -0.01 0.2378
H 1.9465 4.5352 0.2446 -0.03 -0.01 0.01 0.5766
H 0.3689 1.3914 3.9077 0.08 0.02 0.06 0.4139
H -2.3585 2.7662 4.0643 0.03 -0.03 0.04 0.3095
H -0.7996 3.4490 4.5763 -0.02 0.00 -0.02 0.3471
H -1.4826 2.0664 5.4230 0.01 0.03 0.00 0.4548
H -2.3639 0.3070 3.0294 0.01 0.01 0.03 0.3214
H -1.5126 -0.1934 4.4972 0.00 0.03 0.01 0.5032
H -0.8244 -0.5559 2.9123 0.00 0.02 0.03 0.2434
N 1.4970 -1.7088 2.3955 0.22 0.16 0.12 -0.2655
C 2.1209 -0.8039 3.3754 -0.26 -0.07 -0.13 -0.6123
C 2.5278 0.5196 2.7224 0.14 0.26 -0.03 0.6127
O 2.7918 1.4618 3.4701 -0.10 -0.21 -0.34 -0.7298
O 2.5443 0.5136 1.4351 -0.02 0.13 0.24 -0.5463
H 1.3266 -2.6178 2.8086 -0.11 -0.01 0.01 0.2498
H 2.1350 -1.8412 1.6170 0.07 -0.08 0.05 0.0004
H 3.0061 -1.2065 3.8733 0.05 -0.10 -0.03 0.4003
H 1.3905 -0.5763 4.1506 0.02 -0.03 0.08 0.3565
C 1.6713 -5.1308 -0.2692 0.03 -0.02 0.06 -0.6514
C 3.0213 -4.4143 -0.2006 -0.01 0.00 -0.01 -0.5005
C 2.7401 -3.1508 -1.0014 -0.12 -0.07 0.15 -0.5119
O 1.3659 -2.8326 -0.7434 0.05 -0.20 -0.01 -0.2792
C 0.6868 -3.9699 -0.1841 0.12 0.09 -0.17 -0.2831
H 1.5264 -5.8549 0.5331 0.01 0.01 -0.05 0.3489
H 1.5663 -5.6501 -1.2237 0.00 0.01 0.01 0.3277
H 3.8428 -4.9937 -0.6200 -0.01 -0.01 0.04 0.3746
H 3.2666 -4.1657 0.8348 0.01 0.01 -0.01 0.2599
H 2.8805 -3.3278 -2.0713 -0.01 0.01 -0.06 0.3857
H 3.3508 -2.2951 -0.7070 -0.01 0.00 0.00 0.2073
H -0.2302 -4.1418 -0.7491 0.00 0.02 0.00 0.2402
H 0.4180 -3.7372 0.8503 -0.02 0.00 0.02 0.1516
```
Positions in Å, forces in eV/Å.

Computed properties:
Total charge ... 0
2S+1 ... 1

=====

Table of HOMO level (Eh), in record order: -0.4764; -0.3249; -0.2496
Table of molar mass (g mol⁻¹), in record order: 749.72; 866.62; 693.44
Table of Kohn-Sham gap (Ha), in record order: 0.2408; 0.2941; 0.2559